Record 1
Computed, not measured: 3 unconnected molecules or ions with the total composition C51H49I2N5O10P at a distorted geometry, with ωB97M-V/def2-TZVPD.

Cartesian coordinates (Å):
C (4.331, -0.339, 5.598)
C (4.281, -0.397, 4.069)
O (4.522, -1.706, 3.559)
C (3.859, -1.912, 2.321)
C (2.618, -2.822, 2.540)
O (1.769, -2.701, 1.411)
C (0.394, -2.668, 1.752)
C (0.011, -1.322, 2.398)
N (0.015, -0.298, 1.569)
C (-0.284, 0.855, 2.218)
C (-0.274, 2.066, 1.446)
C (0.089, 1.972, -0.030)
N (-1.006, 1.423, -0.840)
C (-0.578, 3.269, 2.008)
C (-0.559, 4.533, 1.188)
I (1.369, 5.353, 0.803)
C (-1.697, 5.086, 0.779)
C (-1.706, 6.388, -0.032)
I (-3.584, 4.235, 1.226)
C (-0.907, 3.393, 3.414)
C (-1.251, 4.800, 3.958)
O (-0.350, 5.660, 4.011)
O (-2.443, 4.952, 4.269)
C (-0.889, 2.246, 4.186)
P (-1.252, 2.444, 5.987)
N (-0.312, 3.528, 6.575)
O (-0.982, 1.069, 6.828)
O (-2.807, 2.862, 6.249)
C (-0.592, 0.969, 3.590)
N (-0.623, -0.137, 4.391)
C (-0.306, -1.273, 3.794)
C (-0.301, -2.508, 4.705)
C (-1.765, -2.963, 5.022)
C (-2.309, -2.403, 6.370)
C (-3.821, -2.013, 6.247)
C (-4.156, -0.603, 6.821)
N (-3.684, -0.352, 8.189)
H (3.436, -0.797, 6.051)
H (5.215, -0.849, 6.013)
H (4.379, 0.717, 5.908)
H (3.295, -0.039, 3.717)
H (5.039, 0.309, 3.680)
H (4.537, -2.462, 1.645)
H (3.587, -0.975, 1.812)
H (3.015, -3.848, 2.645)
H (2.136, -2.539, 3.489)
H (-0.153, -2.682, 0.792)
H (0.035, -3.541, 2.317)
H (0.438, 2.931, -0.439)
H (0.943, 1.273, -0.132)
H (-0.881, 1.626, -1.826)
H (-1.916, 1.750, -0.538)
H (-2.654, 6.419, -0.590)
H (-1.727, 7.217, 0.693)
H (-0.858, 6.431, -0.722)
H (0.291, 3.891, 5.841)
H (-1.518, 0.336, 6.485)
H (-3.212, 2.098, 6.696)
H (0.124, -2.142, 5.657)
H (0.347, -3.309, 4.343)
H (-1.773, -4.062, 5.089)
H (-2.402, -2.647, 4.181)
H (-2.287, -3.209, 7.124)
H (-1.697, -1.589, 6.780)
H (-4.475, -2.752, 6.739)
H (-4.125, -1.991, 5.185)
H (-5.255, -0.528, 6.842)
H (-3.696, 0.151, 6.162)
H (-2.697, -0.122, 8.217)
H (-3.871, -1.152, 8.783)
C (5.197, -6.937, -6.017)
C (4.440, -7.790, -5.219)
C (3.622, -7.270, -4.229)
C (3.565, -5.897, -4.024)
C (4.342, -5.044, -4.809)
C (5.148, -5.568, -5.812)
C (4.331, -3.573, -4.572)
O (5.006, -2.833, -5.261)
C (3.487, -3.037, -3.475)
C (3.507, -1.675, -3.201)
C (2.713, -1.160, -2.187)
C (1.889, -2.002, -1.448)
C (1.869, -3.362, -1.713)
C (2.673, -3.886, -2.718)
C (2.668, -5.351, -2.968)
O (1.954, -6.092, -2.323)
H (5.829, -7.344, -6.797)
H (4.488, -8.860, -5.372)
H (3.030, -7.934, -3.612)
H (5.741, -4.906, -6.430)
H (4.144, -1.016, -3.776)
H (2.733, -0.099, -1.972)
H (1.266, -1.595, -0.663)
H (1.232, -4.016, -1.133)
C (0.828, 1.453, -7.321)
C (0.482, 1.616, -8.659)
C (-0.723, 2.210, -8.998)
C (-1.592, 2.635, -8.001)
C (-1.255, 2.450, -6.659)
C (-0.038, 1.868, -6.323)
C (-2.194, 2.854, -5.578)
O (-1.902, 2.698, -4.411)
C (-3.505, 3.446, -5.957)
C (-4.417, 3.777, -4.962)
C (-5.636, 4.341, -5.302)
C (-5.945, 4.585, -6.637)
C (-5.041, 4.252, -7.632)
C (-3.823, 3.673, -7.298)
C (-2.875, 3.288, -8.378)
O (-3.144, 3.497, -9.544)
H (1.774, 0.996, -7.058)
H (1.155, 1.279, -9.438)
H (-0.988, 2.341, -10.039)
H (0.230, 1.736, -5.283)
H (-4.178, 3.591, -3.923)
H (-6.348, 4.593, -4.526)
H (-6.895, 5.033, -6.900)
H (-5.285, 4.438, -8.670)

Properties
Highest occupied orbital energy in hartree: -0.18523
Gap between HOMO and LUMO in eV: 5.3
Molecular weight in g mol⁻¹: 1176.8
Total charge: -1
Energy in Eh: -3935.8696
Energy above the lowest of the compared OMol25 structures with the same formula, charge and spin in kcal/mol: 31.02

=====

Record 2
Computed, not measured: 7 unconnected molecules or ions with the total composition C51H50N3O26S2 at a distorted geometry, with ωB97M-V/def2-TZVPD.

Cartesian coordinates (Å):
O (-5.693, -3.706, -1.999)
C (-5.519, -3.708, -3.400)
C (-4.686, -4.928, -3.809)
C (-3.470, -5.173, -2.899)
C (-2.108, -4.704, -3.481)
N (-1.696, -3.440, -2.863)
C (-2.482, -2.310, -2.711)
C (-1.748, -1.334, -2.146)
N (-0.497, -1.895, -1.937)
C (-0.495, -3.160, -2.353)
C (0.776, -3.955, -2.205)
C (0.685, -5.414, -1.686)
C (-0.397, -5.711, -0.647)
S (-0.621, -4.486, 0.669)
C (0.962, -4.110, 1.372)
S (2.290, -5.033, 1.251)
N (1.011, -2.849, 2.051)
C (0.086, -2.818, 3.203)
C (-0.347, -1.393, 3.636)
O (-0.291, -0.406, 2.610)
C (-0.564, -1.021, 1.371)
C (0.693, -1.816, 1.034)
H (-5.548, -2.828, -1.633)
H (-5.111, -2.765, -3.785)
H (-6.504, -3.804, -3.870)
H (-4.380, -4.812, -4.851)
H (-5.342, -5.796, -3.750)
H (-3.390, -6.252, -2.747)
H (-3.622, -4.759, -1.902)
H (-1.356, -5.470, -3.358)
H (-2.252, -4.506, -4.543)
H (-3.511, -2.226, -3.006)
H (-2.023, -0.326, -1.901)
H (0.263, -1.376, -1.525)
H (1.445, -3.397, -1.550)
H (1.277, -3.979, -3.178)
H (0.516, -6.071, -2.544)
H (1.670, -5.684, -1.318)
H (-0.144, -6.666, -0.179)
H (-1.392, -5.837, -1.069)
H (-0.813, -3.418, 3.076)
H (0.627, -3.260, 4.044)
H (0.183, -1.041, 4.517)
H (-1.398, -1.479, 3.943)
H (-1.469, -1.640, 1.402)
H (-0.670, -0.248, 0.614)
H (1.503, -1.084, 1.060)
H (0.682, -2.213, 0.023)
C (0.424, 3.520, -1.044)
C (0.865, 4.779, -0.934)
C (1.937, 5.159, 0.047)
O (2.303, 6.316, 0.072)
C (2.483, 4.122, 0.908)
C (2.041, 2.863, 0.799)
C (0.988, 2.485, -0.203)
O (0.658, 1.310, -0.274)
O (2.504, 1.872, 1.557)
O (0.387, 5.770, -1.676)
H (-0.344, 3.235, -1.750)
H (3.247, 4.408, 1.617)
H (2.027, 1.066, 1.286)
H (0.871, 6.575, -1.400)
C (-4.873, 6.706, 1.256)
C (-4.697, 7.273, 0.055)
C (-3.407, 7.135, -0.706)
O (-3.328, 7.660, -1.799)
C (-2.323, 6.381, -0.093)
C (-2.501, 5.820, 1.108)
C (-3.796, 5.936, 1.858)
O (-3.881, 5.376, 2.935)
O (-1.548, 5.117, 1.724)
O (-5.639, 7.989, -0.549)
H (-5.797, 6.797, 1.811)
H (-1.390, 6.291, -0.637)
H (-1.935, 4.826, 2.572)
H (-5.257, 8.280, -1.400)
C (6.545, 0.748, -2.095)
C (7.351, 0.216, -1.164)
C (6.807, -0.533, 0.022)
O (7.595, -1.002, 0.816)
C (5.358, -0.652, 0.160)
C (4.565, -0.117, -0.772)
C (5.108, 0.607, -1.966)
O (4.301, 1.049, -2.769)
O (3.228, -0.173, -0.718)
O (8.673, 0.309, -1.219)
H (6.924, 1.290, -2.950)
H (4.974, -1.176, 1.025)
H (2.918, 0.291, -1.520)
H (9.016, -0.157, -0.433)
C (-4.932, 0.731, -2.093)
C (-4.667, 2.040, -2.236)
C (-4.298, 2.907, -1.060)
O (-4.051, 4.076, -1.275)
C (-4.260, 2.297, 0.260)
C (-4.530, 0.993, 0.399)
C (-4.871, 0.125, -0.778)
O (-5.075, -1.061, -0.565)
O (-4.512, 0.377, 1.578)
O (-4.705, 2.656, -3.406)
H (-5.197, 0.100, -2.930)
H (-4.011, 2.930, 1.100)
H (-4.744, -0.555, 1.410)
H (-4.476, 3.591, -3.234)
C (7.953, 6.188, -1.910)
C (7.790, 7.465, -1.539)
C (6.426, 8.069, -1.350)
O (6.359, 9.228, -0.994)
C (5.260, 7.234, -1.606)
C (5.427, 5.962, -1.981)
C (6.789, 5.351, -2.145)
O (6.849, 4.178, -2.468)
O (4.410, 5.137, -2.235)
O (8.810, 8.284, -1.310)
H (8.928, 5.743, -2.046)
H (4.283, 7.680, -1.480)
H (4.820, 4.284, -2.480)
H (8.419, 9.142, -1.055)
C (-2.479, -6.195, 6.095)
C (-2.287, -7.006, 7.146)
C (-1.001, -7.764, 7.338)
O (-0.896, -8.464, 8.324)
C (0.041, -7.618, 6.332)
C (-0.155, -6.811, 5.283)
C (-1.430, -6.036, 5.108)
O (-1.522, -5.306, 4.133)
O (0.758, -6.637, 4.327)
O (-3.204, -7.197, 8.084)
H (-3.397, -5.644, 5.949)
H (0.955, -8.179, 6.470)
H (0.369, -6.009, 3.689)
H (-2.813, -7.822, 8.726)

Properties
Highest occupied orbital energy in hartree: -0.40515
Gap between HOMO and LUMO in eV: 7.0
Molecular weight in g mol⁻¹: 1185.1
Total charge: +1
Energy in Eh: -4890.0194

=====

Which value of energy does entry 1 give? -3935.8696 Eh